{
  "formula": "C2H7AlIO",
  "method": "ωB97M-V with the def2-TZVPD basis set",
  "elements": ["I", "Al", "O", "C", "C", "H", "H", "H", "H", "H", "H", "H"],
  "coordinates": [[3.419997, -0.596557, -1.651285], [1.063144, -1.229523, -0.641462], [-1.846657, 1.433346, 0.930610], [-0.575037, 0.728361, 0.858920], [-0.103075, 0.413207, -0.542576], [-0.986316, 0.172231, -1.141886], [-0.664137, -0.184610, 1.450893], [0.141838, 1.374587, 1.365420], [0.436579, -2.328373, -1.649785], [1.265407, -1.871927, 0.825899], [0.357190, 1.294585, -0.988814], [-2.508935, 0.794673, 1.184066]],
  "atomic_forces_ev_per_a": [[0.0768, 0.0436, 0.0113], [-0.2637, -0.1259, -0.0172], [0.2299, 0.2205, -0.0468], [-0.0503, 0.0350, 0.0022], [-0.0302, -0.0511, 0.0964], [-0.0325, -0.0531, -0.1089], [-0.0173, -0.0517, 0.1153], [0.1101, -0.0417, 0.0730], [0.0534, 0.0524, -0.0328], [0.1140, 0.0582, 0.0411], [-0.0042, 0.0806, -0.1139], [-0.1859, -0.1668, -0.0195]],
  "mulliken_charge": [-0.4683, 0.1383, -0.5288, -0.4997, -0.5304, 0.2443, 0.3121, 0.2186, -0.2249, -0.2212, 0.2791, 0.2808],
  "total_charge": -1,
  "energy_ev": -18935.4146,
  "max_force_ev_per_a": 0.322,
  "e_homo_ev": -4.85,
  "homo_lumo_gap_ev": 8.07,
  "e_above_lowest_ev": 0.071
}

=====

{
  "formula": "C2H7BClNO4S",
  "method": "ωB97M-V with the def2-TZVPD basis set",
  "elements": ["Cl", "S", "O", "O", "O", "O", "N", "C", "C", "B", "H", "H", "H", "H", "H", "H", "H"],
  "coordinates": [[-2.662858, -1.115388, -0.014075], [-0.690148, 0.641969, 0.518730], [0.316023, 1.192375, 1.395937], [-0.087129, 0.647665, -0.970508], [1.674955, -2.464450, -0.735916], [1.725942, -1.420775, 1.247923], [-1.384287, -0.694404, 1.041407], [1.258078, 0.001789, -1.097423], [-2.012611, 1.812002, 0.161601], [1.484837, -1.256162, -0.077901], [-2.851669, 1.771004, 1.007313], [2.026351, -3.239228, -0.311059], [1.384911, -0.297351, -2.180204], [-1.595897, 2.875877, 0.022791], [2.124794, 0.604163, -1.028514], [1.691394, -0.628431, 1.746860], [-2.402682, 1.569338, -0.726964]],
  "atomic_forces_ev_per_a": [[-0.3729, -0.2820, -0.3093], [-1.5578, 0.4801, 0.1303], [-0.4241, -0.7236, 0.0381], [1.0853, -0.2465, 0.2900], [-0.5120, 1.1663, -1.6049], [0.0401, 0.2367, -0.4451], [1.9073, 1.4073, -0.3148], [-0.9539, -1.9894, -0.5614], [0.6406, 2.5643, 4.2604], [0.8541, -2.6373, -0.9402], [2.1375, 0.0012, -1.8014], [0.0127, -0.0121, 0.7872], [-0.9494, -0.2321, 1.2664], [-0.3674, -1.7035, 0.6231], [0.3366, 1.8499, 0.8238], [-0.2204, 1.2787, 0.9967], [-1.6563, -1.1579, -3.2389]],
  "mulliken_charge": [-0.1392, 0.9988, -0.6462, -0.2797, -0.5817, -0.4815, -0.2844, -0.3520, -1.1512, 0.5873, 0.3148, 0.3164, 0.2498, 0.3334, 0.2969, 0.3052, 0.5133],
  "total_charge": 0,
  "energy_ev": -35900.6873,
  "max_force_ev_per_a": 5.014,
  "e_homo_ev": -9.40,
  "homo_lumo_gap_ev": 9.87
}

=====

{
  "formula": "C2H7BNO5P",
  "method": "ωB97M-V with the def2-TZVPD basis set",
  "elements": ["P", "O", "O", "O", "O", "O", "N", "C", "C", "B", "H", "H", "H", "H", "H", "H", "H"],
  "coordinates": [[-2.946667, 1.204112, 1.608417], [-2.751261, 2.844070, 1.209878], [-2.337720, 0.880822, 2.916465], [-4.445098, 0.995785, 1.353177], [-2.161693, 0.505380, 0.316588], [1.025078, 2.262422, -0.661147], [-0.039454, 0.154854, -1.055394], [0.281838, 1.252613, -0.326090], [0.072273, -0.514030, 1.608232], [-0.628136, 0.312681, 0.366087], [0.215116, 0.101365, -2.074847], [1.156269, -0.296903, 1.581469], [-0.077233, -1.642565, 1.732713], [2.822740, 2.260449, -0.365493], [3.334700, 2.324539, -0.944705], [-1.787302, 3.002128, 1.231174], [-0.382392, 0.073061, 2.493774]],
  "atomic_forces_ev_per_a": [[-2.7147, -0.0472, -3.3290], [0.9649, -0.7553, 0.6322], [0.4711, 0.1801, 0.6273], [1.7935, 0.1170, 0.6553], [1.5091, 0.3782, 2.1155], [-2.3738, -1.9813, 1.0401], [1.5815, 1.2320, -1.4253], [2.6038, 2.8613, -3.5770], [-0.9889, 0.3582, 0.9021], [-3.0626, -2.1582, 2.0357], [-0.6066, -0.1466, 1.5991], [-0.2796, -0.2495, 0.0123], [-0.0533, 1.4541, -0.1705], [0.6711, 0.1134, -0.7664], [0.2325, -0.0460, 0.6687], [-0.5249, 0.0200, -0.0885], [0.7770, -1.3300, -0.9317]],
  "mulliken_charge": [0.7886, -0.5612, -0.7410, -0.8277, -0.3891, -0.8069, -0.4639, 0.2734, -0.8875, 0.4563, 0.2330, 0.2128, 0.2092, -0.1738, 0.1195, 0.3091, 0.2491],
  "total_charge": -2,
  "energy_ev": -23883.0661,
  "max_force_ev_per_a": 5.269,
  "e_homo_ev": -1.01,
  "homo_lumo_gap_ev": 7.23,
  "e_above_lowest_ev": 1.371
}

=====

{
  "formula": "C2H7BO3",
  "method": "ωB97M-V with the def2-TZVPD basis set",
  "elements": ["O", "O", "O", "C", "C", "B", "H", "H", "H", "H", "H", "H", "H"],
  "coordinates": [[1.019670, 1.403303, -0.786002], [-1.241790, 0.613420, 0.989330], [-1.942333, -0.759825, -0.768552], [0.491747, 0.098404, -0.697581], [1.451507, -0.590554, 0.467565], [-1.012631, -0.007990, -0.157965], [0.748110, -0.277634, -1.602356], [1.014873, -0.119506, 1.373737], [2.502563, -0.434540, 0.318656], [1.418058, -1.639362, 0.449794], [-2.198046, 0.771043, 1.051972], [0.680071, 1.931241, 0.042287], [-2.931795, -0.987994, -0.680887]],
  "atomic_forces_ev_per_a": [[-1.4953, 2.9553, 2.3172], [-1.1234, 1.7112, 1.5836], [-2.6991, -1.5368, -1.5564], [1.5492, -0.2619, 4.1458], [-2.2086, 1.5192, -1.0686], [1.0307, -0.8680, -1.3364], [0.2074, -1.7062, -2.7877], [0.9412, -0.6978, -0.1293], [0.3954, 1.0384, -0.1859], [-0.8250, -1.6626, 0.4134], [0.3810, -0.0818, 0.5530], [1.0425, -1.4413, -2.3673], [2.8040, 1.0322, 0.4185]],
  "mulliken_charge": [-0.5895, -0.5545, -0.5900, -0.1940, -1.0572, 0.6137, 0.4827, 0.2934, 0.3110, 0.3374, 0.2874, 0.3477, 0.3117],
  "total_charge": 0,
  "smiles": "C[C@H](O)B(O)O",
  "energy_ev": -9007.7114,
  "max_force_ev_per_a": 4.434,
  "e_homo_ev": -9.27,
  "homo_lumo_gap_ev": 9.42,
  "e_above_lowest_ev": 2.475
}